This record from the Open Molecules 2025 dataset describes a cluster of 3 separate species, C4H16N2O2 in total at a distorted geometry. The level of theory is wB97M-V/def2-TZVPD.

Values from the calculation:
- charge = +1
- 2S+1 = 2
- frontier orbital gap (spin up / spin down) (eV) = 10.56 / 6.18
- ΔE to the lowest compared entry with this formula, charge and spin (eV) = 1.341
- DFT total energy (eV) = -11473.71840
- highest occupied orbital energy (spin up / spin down) (eV) = -13.6 / -13.6
- LUMO level (spin up / spin down) (eV) = -3.09 / -7.39

CARTESIAN COORDINATES (ANGSTROEM)
N 1.753 1.847 0.835
C 1.001 1.788 -0.380
C -0.005 0.658 -0.496
N 0.594 -0.631 -0.626
C 0.044 -1.733 -1.367
C -1.450 -1.626 -1.647
H 2.732 1.581 0.867
H 1.384 1.423 1.668
H 0.448 2.729 -0.506
H 1.587 1.855 -1.280
H -0.673 0.815 -1.357
H -0.753 0.658 0.301
H 1.616 -0.611 -0.648
H 0.320 -2.606 -0.761
H 0.559 -1.937 -2.315
H -1.966 -1.183 -0.799
H -1.676 -1.001 -2.501
H -1.816 -2.636 -1.832
H -1.165 -2.210 1.161
H -0.566 -1.209 2.237
O -0.391 -1.973 1.675
H -0.432 1.341 2.236
H -0.488 2.759 2.545
O -0.658 1.904 2.989